Record 1
{
  "formula": "C2H8N2S",
  "method": "ωB97M-V/def2-TZVPD",
  "molar_mass_g_mol": 92.2,
  "max_force_ev_per_a": 0.74,
  "e_above_lowest_kcal_mol": 16.1,
  "spin_multiplicity": 1,
  "smiles": "N/C=C/N.S",
  "e_homo_ev": -8.211,
  "orbital_gap_ev": 8.97,
  "species": ["C", "C", "N", "N", "H", "H", "H", "H", "H", "H", "S", "H", "H"],
  "xyz": [[1.3406, -1.7595, -1.0038], [0.7206, -0.7202, -0.4506], [-0.6993, -0.6693, -0.3834], [2.7230, -1.7381, -1.3415], [0.8317, -2.6930, -1.2347], [1.2399, 0.1817, -0.1476], [-1.1198, -0.4172, -1.2681], [-1.0335, 0.0292, 0.2719], [2.8743, -1.3469, -2.2647], [3.0605, -2.6864, -1.4366], [-1.8669, 2.0881, 1.4472], [-0.5496, 2.3832, 1.4842], [-2.1376, 3.0344, 2.3608]],
  "nbo_charge": [-0.0630, -0.0601, -0.8349, -0.8327, 0.1754, 0.1731, 0.3662, 0.3580, 0.3621, 0.3556, -0.3036, 0.1495, 0.1544]
}

---

Record 2
{
  "formula": "CH5GdO3",
  "method": "ωB97M-V/def2-TZVPD",
  "molar_mass_g_mol": 222.3,
  "max_force_ev_per_a": 2.99,
  "spin_multiplicity": 9,
  "s2": 20.032,
  "e_homo_ev": [-12.566, -14.390],
  "orbital_gap_ev": [8.73, 9.46],
  "total_charge": 1,
  "species": ["O", "Gd", "H", "O", "O", "H", "C", "H", "H", "H"],
  "xyz": [[-0.4172, 0.7798, 1.7454], [-1.5591, -0.1860, 0.0997], [-0.6181, 0.6420, 2.6710], [0.7920, -0.3115, -0.6566], [1.0369, -0.5750, -2.0107], [1.2311, 0.2922, -2.3966], [1.9647, 0.1579, 0.2422], [2.9343, -0.0017, -0.2480], [1.8734, 1.2510, 0.2169], [1.9799, -0.5588, 1.0736]],
  "mulliken_spin": [-0.0579, 8.1978, 0.0146, -0.1976, 0.0352, 0.0028, -0.0009, 0.0051, 0.0037, -0.0026]
}

---

Record 3
{
  "formula": "C3H4N4",
  "method": "ωB97M-V/def2-TZVPD",
  "molar_mass_g_mol": 96.1,
  "max_force_ev_per_a": 0.49,
  "e_above_lowest_kcal_mol": 44.7,
  "spin_multiplicity": 1,
  "smiles": "Nc1cncnn1",
  "e_homo_ev": -9.398,
  "orbital_gap_ev": 9.62,
  "species": ["N", "C", "C", "N", "C", "N", "N", "H", "H", "H", "H"],
  "xyz": [[-1.2927, -0.9156, 1.2471], [-0.5790, -0.2041, 0.2973], [0.1307, -0.7999, -0.7646], [1.1335, -0.1339, -1.3006], [1.2641, 1.1410, -0.9131], [0.3302, 1.8225, -0.2629], [-0.5929, 1.1207, 0.3768], [-0.7639, -1.6517, 1.7070], [-1.6777, -0.2733, 1.9299], [-0.1416, -1.7748, -1.1763], [2.1893, 1.6691, -1.1407]],
  "nbo_charge": [-0.8003, 0.2996, 0.0001, -0.3917, 0.1657, -0.2185, -0.2357, 0.3886, 0.3929, 0.2076, 0.1918]
}

---

Record 4
{
  "formula": "C42H58BrN3O4Re",
  "method": "ωB97M-V/def2-TZVPD",
  "molar_mass_g_mol": 935.1,
  "max_force_ev_per_a": 0.65,
  "e_above_lowest_kcal_mol": 37.3,
  "spin_multiplicity": 4,
  "s2": 3.768,
  "e_homo_ev": [-7.459, -8.136],
  "orbital_gap_ev": [7.87, 7.55],
  "species": ["Re", "C", "N", "C", "C", "C", "N", "C", "C", "C", "C", "C", "C", "C", "O", "C", "C", "C", "C", "C", "C", "C", "C", "C", "C", "C", "C", "C", "C", "C", "O", "C", "C", "C", "C", "C", "C", "C", "C", "H", "H", "H", "H", "H", "H", "H", "H", "H", "H", "H", "H", "H", "H", "H", "H", "H", "H", "H", "H", "H", "H", "H", "H", "H", "H", "H", "H", "H", "H", "H", "H", "H", "H", "H", "H", "H", "H", "H", "H", "H", "H", "H", "H", "H", "H", "H", "H", "H", "H", "H", "H", "H", "H", "N", "C", "Br", "C", "C", "C", "C", "C", "C", "C", "O", "O", "H", "H", "H", "H"],
  "xyz": [[1.0715, -0.1364, -0.1176], [0.2237, -0.6805, 3.2454], [-0.4902, -1.0028, 1.9955], [-0.7341, -2.4502, 1.9427], [-1.7989, -0.3157, 2.0656], [-1.7336, 1.0873, 1.5042], [-1.3063, 1.0638, 0.1139], [-1.0414, 2.4131, -0.4078], [-0.1070, 3.2685, 0.4030], [-0.4216, 4.6180, 0.5442], [0.4182, 5.4932, 1.2076], [1.5939, 4.9659, 1.7420], [1.9581, 3.6296, 1.6463], [1.0732, 2.7800, 0.9504], [1.3475, 1.4503, 0.9021], [3.2671, 3.1289, 2.2695], [4.1854, 2.5444, 1.1873], [4.0322, 4.2667, 2.9523], [2.9828, 2.0664, 3.3414], [0.1275, 6.9862, 1.3451], [-1.2713, 7.3453, 0.8430], [0.2313, 7.4095, 2.8168], [1.1576, 7.7706, 0.5213], [-2.3384, 0.4258, -0.7140], [-2.0802, 0.4353, -2.1937], [-3.1553, 0.5566, -3.0598], [-2.9838, 0.5212, -4.4372], [-1.6801, 0.4078, -4.9103], [-0.5617, 0.3041, -4.0850], [-0.7943, 0.2694, -2.7012], [0.2212, 0.0768, -1.8382], [0.8514, 0.2676, -4.6665], [1.6406, 1.4647, -4.1143], [0.8490, 0.4016, -6.1924], [1.5391, -1.0631, -4.3296], [-4.1983, 0.6009, -5.3615], [-3.8008, 0.6288, -6.8372], [-5.0008, 1.8732, -5.0594], [-5.0885, -0.6266, -5.1226], [-0.3356, -1.0765, 4.1021], [0.3102, 0.4000, 3.3449], [1.2265, -1.0933, 3.2441], [-1.3216, -2.7776, 2.8100], [0.2031, -3.0009, 1.9356], [-1.2737, -2.7003, 1.0297], [-2.1319, -0.2705, 3.1096], [-2.5404, -0.9151, 1.5414], [-1.0281, 1.6906, 2.0753], [-2.7220, 1.5626, 1.6098], [-1.9932, 2.9530, -0.5245], [-0.6311, 2.2994, -1.4114], [-1.3520, 4.9651, 0.1135], [2.2596, 5.6405, 2.2601], [4.3376, 3.2614, 0.3781], [3.7869, 1.6317, 0.7579], [5.1610, 2.3121, 1.6208], [4.3123, 5.0525, 2.2479], [4.9521, 3.8620, 3.3765], [3.4620, 4.7171, 3.7679], [2.5467, 1.1709, 2.9092], [2.3086, 2.4610, 4.1067], [3.9176, 1.7821, 3.8305], [-2.0453, 6.7911, 1.3779], [-1.3820, 7.1471, -0.2246], [-1.4522, 8.4100, 1.0001], [-0.4388, 6.8160, 3.4416], [-0.0432, 8.4612, 2.9238], [1.2438, 7.2927, 3.2038], [1.1112, 7.4848, -0.5310], [2.1722, 7.5813, 0.8753], [0.9667, 8.8438, 0.5953], [-3.2989, 0.9360, -0.5354], [-2.4647, -0.6080, -0.3880], [-4.1448, 0.6835, -2.6330], [-1.5179, 0.4172, -5.9762], [1.1369, 2.3964, -4.3852], [2.6450, 1.4811, -4.5420], [1.7475, 1.4298, -3.0336], [0.3716, 1.3264, -6.5224], [0.3515, -0.4399, -6.6799], [1.8828, 0.4191, -6.5409], [1.5803, -1.2485, -3.2616], [2.5645, -1.0567, -4.7055], [1.0045, -1.8901, -4.8032], [-3.1712, 1.4898, -7.0696], [-4.6991, 0.6963, -7.4536], [-3.2657, -0.2762, -7.1302], [-4.3896, 2.7637, -5.2173], [-5.3607, 1.8910, -4.0301], [-5.8712, 1.9340, -5.7168], [-4.5342, -1.5482, -5.3086], [-5.9541, -0.6048, -5.7889], [-5.4539, -0.6564, -4.0949], [3.8332, 0.1232, -1.6831], [2.8223, 0.0624, -1.1293], [3.3536, -5.7473, 4.5366], [3.6339, -4.9808, 2.8306], [4.6192, -5.4943, 2.0037], [4.8168, -4.9249, 0.7536], [4.0323, -3.8631, 0.3327], [3.0516, -3.3628, 1.1793], [2.8491, -3.9103, 2.4382], [2.2416, -2.2107, 0.7131], [1.4682, -2.3061, -0.2825], [2.3306, -1.0755, 1.2849], [5.2256, -6.3254, 2.3350], [5.5868, -5.3166, 0.1029], [4.1767, -3.4209, -0.6444], [2.0985, -3.5155, 3.1103]],
  "mulliken_spin": [2.4348, 0.0110, 0.1120, 0.0192, -0.0011, 0.0234, -0.0375, 0.0406, 0.0467, -0.0031, 0.0152, -0.0120, 0.0102, -0.0101, 0.1327, -0.0104, 0.0146, 0.0005, -0.0010, -0.0001, 0.0005, 0.0015, 0.0018, 0.0297, 0.0406, -0.0139, 0.0221, -0.0091, 0.0215, -0.0069, 0.0459, -0.0069, 0.0099, 0.0006, 0.0075, -0.0010, 0.0004, 0.0026, 0.0024, -0.0028, -0.0027, -0.0002, 0.0004, -0.0080, -0.0042, 0.0032, -0.0058, -0.0044, 0.0009, -0.0002, -0.0119, -0.0001, -0.0014, 0.0003, -0.0090, -0.0002, 0.0001, -0.0001, 0.0001, -0.0054, -0.0004, -0.0005, -0.0002, -0.0001, 0.0000, 0.0001, 0.0000, -0.0001, 0.0000, -0.0001, 0.0000, 0.0008, 0.0070, -0.0009, -0.0023, -0.0006, -0.0015, -0.0041, 0.0003, 0.0001, -0.0002, 0.0004, -0.0009, -0.0009, 0.0001, 0.0000, -0.0001, -0.0004, -0.0001, 0.0001, -0.0003, 0.0001, -0.0003, 0.1374, -0.0745, 0.0001, 0.0001, 0.0006, 0.0008, 0.0082, -0.0070, 0.0027, 0.0555, 0.0066, -0.0102, 0.0000, 0.0001, -0.0003, 0.0007]
}